# C39H91Cl2N13O17Pt

A molecular structure, C39H91Cl2N13O17Pt (the ωB97M-V functional and the def2-TZVPD basis, the Open Molecules 2025 dataset).

Structure (ORCA input):
```
! RIJCOSX wB97M-V def2-TZVPD def2/J DEFGRID3
* xyz 0 3
Pt 2.5366 -3.5398 1.6672
Cl 3.4117 -5.7100 2.5212
Cl 0.8191 -0.3852 0.0732
O 0.9345 0.6748 1.0180
O -0.5442 -0.7831 -0.0112
O 1.3449 0.0012 -1.2173
O 1.5549 -1.5096 0.5552
C -3.5060 4.0820 4.3093
C -3.6667 3.5260 5.6883
O -4.5872 3.8701 6.4026
N -2.8213 2.7226 6.2241
C -1.6761 2.0970 5.6943
H -3.8747 3.3120 3.6316
H -2.4497 4.3084 4.1644
H -4.0631 5.0070 4.1606
H -3.1621 2.4070 7.1209
H -1.3391 1.4557 6.5087
H -0.9861 2.9157 5.4901
H -1.7719 1.6021 4.7278
C -0.4494 -1.4468 3.9755
C -0.0024 -2.8291 3.6537
O 1.0670 -3.0021 3.1055
N -0.7924 -3.8439 4.1028
C -0.4022 -5.2375 3.9264
H -0.9363 -1.0957 3.0657
H 0.3505 -0.7383 4.1902
H -1.2675 -1.4938 4.6942
H -1.6981 -3.6222 4.4909
H -1.0207 -5.7493 3.1892
H -0.4741 -5.7954 4.8601
H 0.6200 -5.3501 3.5649
C -5.7730 1.1438 -0.5989
C -5.3119 2.5534 -0.9315
O -6.0906 3.3889 -1.3329
N -4.0612 2.8931 -0.8019
C -3.0046 2.0921 -0.2289
H -5.1486 0.5702 0.0862
H -5.8910 0.5903 -1.5305
H -6.7725 1.1192 -0.1648
H -3.8499 3.8325 -1.1067
H -2.0619 2.2753 -0.7445
H -3.2085 1.0255 -0.3229
H -2.9453 2.2849 0.8423
C -0.5537 3.8914 1.6885
C 0.2883 3.9955 2.9377
O 0.1511 5.0096 3.6462
N 1.1211 2.9857 3.1849
C 2.0944 2.9851 4.2479
H -0.2989 4.6515 0.9500
H -1.5172 4.2291 2.0704
H -0.7695 2.9209 1.2416
H 1.1157 2.1588 2.6050
H 2.6396 2.0439 4.3191
H 1.7601 3.2349 5.2548
H 2.8770 3.6708 3.9233
C 1.4833 -2.0955 -6.3045
C 2.5673 -1.2937 -5.7157
O 3.7638 -1.6107 -5.8074
N 2.2012 -0.1697 -5.0867
C 3.1620 0.8480 -4.5571
H 0.5550 -1.8646 -5.7820
H 1.6088 -3.1765 -6.2440
H 1.3687 -1.8979 -7.3703
H 1.3426 0.2240 -5.4445
H 4.1828 0.4722 -4.4877
H 2.7448 1.0440 -3.5693
H 3.1631 1.8020 -5.0844
C -3.1507 -2.1425 -1.4351
C -4.3665 -3.0142 -1.2897
O -5.2922 -2.7309 -0.5431
N -4.2574 -4.1536 -1.9889
C -5.3187 -5.0874 -2.0831
H -2.2991 -2.5393 -0.8823
H -3.3185 -1.1254 -1.0809
H -2.8794 -2.0066 -2.4820
H -3.5096 -4.1226 -2.6671
H -5.1015 -5.8266 -2.8542
H -6.1977 -4.5215 -2.3917
H -5.5141 -5.5802 -1.1307
C -4.4665 -0.8722 5.8288
C -3.9423 -1.6210 4.5993
O -3.6325 -2.8034 4.7160
N -3.9081 -0.9756 3.4494
C -3.6026 -1.6233 2.1569
H -4.7348 0.1333 5.5048
H -3.7690 -0.7610 6.6591
H -5.3668 -1.3023 6.2677
H -4.3783 -0.0818 3.4394
H -3.3371 -0.8922 1.3933
H -4.4669 -2.1893 1.8095
H -2.7008 -2.2340 2.2006
C -1.3284 -4.9436 0.4465
C 0.0015 -4.6522 -0.1921
O 1.0446 -4.5753 0.4595
N -0.0110 -4.3670 -1.4580
C 1.1397 -3.9951 -2.2072
H -1.3613 -5.9103 0.9491
H -2.0774 -4.8802 -0.3429
H -1.5173 -4.1854 1.2064
H -0.8724 -4.4996 -1.9683
H 1.8986 -4.7532 -2.0136
H 1.5557 -3.0629 -1.8248
H 0.8910 -3.8096 -3.2521
C 4.0356 7.1005 -0.3204
C 3.9442 5.5900 0.1339
O 4.6144 5.2251 1.1295
N 3.1586 4.7378 -0.5294
C 3.1460 3.2945 -0.2986
H 3.8625 7.7242 0.5566
H 3.2049 7.3377 -0.9850
H 4.9858 7.3924 -0.7675
H 2.8923 5.0327 -1.4579
H 4.0515 2.9733 0.2162
H 3.1337 2.6920 -1.2069
H 2.2526 2.9268 0.2063
C -1.8382 0.9592 -7.4242
C -1.0630 0.8271 -6.1188
O 0.0040 1.4916 -6.0179
N -1.5353 0.1208 -5.1210
C -0.9769 0.0352 -3.8242
H -1.9159 2.0131 -7.6915
H -2.8375 0.5523 -7.2694
H -1.3466 0.4125 -8.2289
H -2.3813 -0.4299 -5.1548
H -1.7522 -0.1236 -3.0746
H -0.4332 0.9284 -3.5167
H -0.1966 -0.7192 -3.7239
C 4.3253 0.1967 2.1763
C 3.7754 -0.8349 3.0608
O 3.6594 -2.0385 2.6593
N 3.5816 -0.4649 4.3090
C 3.1201 -1.3222 5.3770
H 3.9914 0.0850 1.1447
H 5.4020 0.0380 2.2355
H 4.0275 1.2056 2.4616
H 4.0291 0.4005 4.5754
H 3.6841 -1.0412 6.2665
H 3.2575 -2.3872 5.1901
H 2.0381 -1.2233 5.4641
C 5.2665 -5.0928 -1.0295
C 4.5996 -3.7170 -0.9484
O 3.6622 -3.5471 -0.1740
N 5.0247 -2.7648 -1.7786
C 4.3922 -1.4709 -1.8719
H 6.2554 -5.1556 -1.4835
H 4.6358 -5.7758 -1.5986
H 5.4212 -5.5245 -0.0407
H 5.9328 -2.8944 -2.2012
H 5.1613 -0.7086 -1.9965
H 3.8226 -1.2479 -0.9697
H 3.6359 -1.4874 -2.6567
C 0.6767 3.3760 -2.7808
C 1.5244 4.1032 -3.8361
O 2.3800 4.9423 -3.4914
N 1.2427 3.7852 -5.1516
C 1.9396 4.3672 -6.2395
H 0.5386 3.9517 -1.8655
H 1.2337 2.4557 -2.6055
H -0.3135 3.2144 -3.2069
H 0.7379 2.9377 -5.3682
H 3.0194 4.3043 -6.1046
H 1.7076 5.4317 -6.2053
H 1.6693 3.8384 -7.1534
*
```

Values from the calculation:
HOMO (spin up / spin down): -0.2926 / -0.3059 hartree
E_LUMO (spin up / spin down): -0.6 / -0.6 eV
Gap between HOMO and LUMO (spin up / spin down): 7.32 / 7.68 eV
E: -124385.9619 eV

=====

# C39H91N13O13

13 unconnected molecules or ions with the total composition C39H91N13O13 (the ωB97M-V functional and the def2-TZVPD basis, the Open Molecules 2025 dataset).

Structure (ORCA input):
```
! RIJCOSX wB97M-V def2-TZVPD def2/J DEFGRID3
* xyz 0 1
C -1.0167 -19.7303 -12.0626
O -0.7514 -18.5559 -11.7608
N -1.5401 -20.6511 -11.2543
C -2.1723 -21.8370 -11.7348
C -1.4876 -20.4328 -9.8359
H -1.1861 -19.9557 -13.1220
H -1.8538 -22.0295 -12.7928
H -3.2489 -21.7610 -11.6608
H -1.8122 -22.7388 -11.1957
H -2.4721 -19.9999 -9.5462
H -1.3091 -21.3712 -9.2968
H -0.7590 -19.7795 -9.3857
C -2.2458 -24.0219 -15.3313
O -3.2740 -23.8207 -15.9775
N -1.1821 -23.2464 -15.2243
C -1.2049 -22.0381 -15.8655
C 0.0696 -23.7693 -14.6641
H -2.1437 -24.9385 -14.7294
H -1.7329 -21.2276 -15.4290
H -1.5633 -22.1595 -16.9374
H -0.1612 -21.6664 -16.0319
H 0.6194 -24.0938 -15.5827
H 0.5664 -22.9333 -14.2251
H -0.1704 -24.5923 -13.8824
C -0.8821 -17.4834 -20.0959
O -0.6857 -18.2385 -21.0688
N -1.7496 -16.4923 -20.0918
C -1.9514 -15.5854 -18.9496
C -2.6795 -16.2255 -21.1520
H -0.3485 -17.5336 -19.0894
H -1.1702 -15.9055 -18.2527
H -2.8913 -15.9359 -18.4784
H -1.9095 -14.5684 -19.3125
H -2.8651 -17.1860 -21.7161
H -3.6275 -15.8392 -20.7983
H -2.2539 -15.4529 -21.8006
C 2.0206 -13.4576 -13.7666
O 1.9754 -13.3511 -12.5561
N 1.8110 -12.5143 -14.6739
C 1.7669 -12.9234 -16.0690
C 1.3728 -11.2588 -14.4105
H 2.3268 -14.3718 -14.2809
H 0.7547 -12.7694 -16.4494
H 1.8910 -14.0406 -16.1508
H 2.4369 -12.3841 -16.7054
H 1.9826 -10.5444 -14.9983
H 0.3227 -11.1488 -14.7467
H 1.4835 -11.0707 -13.3359
C 2.8131 -21.6696 -20.8180
O 3.8053 -21.8080 -20.0684
N 1.6318 -21.1922 -20.4636
C 0.4274 -21.2127 -21.3302
C 1.3954 -20.7517 -19.0905
H 2.9508 -21.8151 -21.9062
H -0.1681 -22.1752 -21.2394
H 0.8903 -21.2517 -22.3093
H -0.1334 -20.2769 -21.1696
H 0.7279 -21.4251 -18.5443
H 2.2942 -20.8948 -18.4934
H 0.9959 -19.7151 -18.9602
C -0.9239 -15.6225 -9.4343
O -2.0132 -15.3079 -9.0671
N 0.2194 -14.9211 -9.3758
C 0.2762 -13.6067 -8.7518
C 1.5253 -15.3676 -9.8252
H -0.6710 -16.6175 -9.9360
H -0.7549 -13.2896 -8.6164
H 0.7923 -12.8035 -9.4168
H 0.8189 -13.6725 -7.7986
H 1.3677 -16.3453 -10.2832
H 1.8984 -14.6779 -10.5440
H 2.2477 -15.4265 -9.0133
C 4.5501 -20.7847 -16.4735
O 3.8762 -20.7654 -15.4121
N 5.9100 -20.8689 -16.5235
C 6.6145 -20.9761 -15.3026
C 6.6913 -20.9121 -17.7264
H 4.1631 -20.8009 -17.5499
H 6.5699 -21.9975 -14.8969
H 6.1456 -20.3464 -14.5328
H 7.6553 -20.6157 -15.4830
H 5.9719 -20.8403 -18.5578
H 7.4007 -20.1648 -17.7885
H 7.2283 -21.9022 -17.6956
C -4.5531 -18.5838 -17.2305
O -4.4130 -17.3739 -17.3934
N -4.3870 -19.5425 -18.1797
C -4.5157 -20.9466 -17.9181
C -3.7753 -19.0981 -19.4167
H -5.0077 -19.0234 -16.3561
H -3.5279 -21.4219 -17.8605
H -5.1356 -21.4071 -18.6847
H -5.0994 -21.0567 -17.0094
H -2.7586 -19.5283 -19.4277
H -4.3348 -19.5829 -20.2404
H -3.6500 -18.0233 -19.4166
C 4.1015 -17.2315 -19.0486
O 3.0907 -16.6538 -18.5866
N 4.0968 -17.9020 -20.2047
C 5.3342 -18.5073 -20.7162
C 3.0163 -17.8544 -21.1909
H 5.0631 -17.1588 -18.5814
H 5.1492 -19.5417 -21.0248
H 6.0567 -18.4719 -19.9110
H 5.7044 -17.9463 -21.5543
H 3.4549 -17.4119 -22.0421
H 2.5215 -18.7533 -21.3536
H 2.2502 -17.2166 -20.8501
C -3.2066 -17.7009 -13.2630
O -3.1871 -18.5542 -14.1357
N -3.2992 -16.3754 -13.4034
C -3.3152 -15.4824 -12.1732
C -3.8198 -15.8247 -14.5628
H -3.1559 -17.9247 -12.1909
H -2.9216 -16.1062 -11.3743
H -4.3005 -15.0670 -11.9655
H -2.6313 -14.6614 -12.4761
H -4.9264 -15.9300 -14.5959
H -3.6038 -14.7529 -14.7219
H -3.4240 -16.3684 -15.4076
C 4.8501 -14.9423 -12.5164
O 4.6525 -15.6809 -13.4420
N 5.7133 -13.8756 -12.5161
C 5.6717 -12.8565 -11.4675
C 6.4145 -13.6465 -13.7603
H 4.3482 -15.1846 -11.5755
H 6.5090 -13.0423 -10.7644
H 4.7192 -12.7771 -10.9650
H 5.8798 -11.9302 -11.9956
H 7.3842 -13.2281 -13.5275
H 6.5353 -14.5664 -14.2415
H 5.8211 -13.0658 -14.4607
C 2.1817 -19.6626 -10.0010
O 1.5017 -20.4021 -9.3303
N 3.4489 -19.9134 -10.4466
C 4.1005 -19.0746 -11.3891
C 4.0132 -21.2522 -10.2223
H 1.8254 -18.6941 -10.4211
H 5.1768 -19.0271 -11.1248
H 3.6686 -18.1173 -11.4740
H 3.9699 -19.5918 -12.3744
H 3.8640 -21.5697 -9.1940
H 3.5510 -21.9832 -10.8742
H 5.0858 -21.1383 -10.3987
C -0.9169 -18.5486 -16.6036
O -0.8841 -19.5468 -17.3561
N 0.1555 -18.0209 -16.0097
C 0.0884 -16.8644 -15.1530
C 1.4259 -18.7207 -16.0034
H -1.7958 -17.9103 -16.4788
H 0.2364 -17.3246 -14.1567
H -0.9158 -16.4515 -15.1145
H 0.8660 -16.1895 -15.5002
H 1.2163 -19.7985 -16.3240
H 2.2189 -18.2548 -16.5517
H 1.8510 -18.8441 -15.0517
*
```

Values from the calculation:
HOMO: -0.3219 hartree
Relative energy (zero: lowest compared OMol25 entry of this formula, charge and spin): 213.51 kcal per mole
E_LUMO: 0.4 eV
Gap between HOMO and LUMO: 9.17 eV
E: -87905.8034 eV